Here is a 3-piece molecular cluster, C11H27O2P overall at a distorted geometry from the OMol25 dataset. Energies are from ωB97M-V/def2-TZVPD.

Each line ends with the Mulliken charge.
Atoms and positions in Å:
C1 2.7758 -1.7982 3.5425  -0.60
C2 2.3286 -0.3970 3.1698  -0.31
C3 0.7916 -0.0128 3.7070  -0.47
P1 -0.3927 -1.1836 2.7639  -0.06
H1 2.8613 -1.9927 4.7126  0.23
H2 2.9632 -2.6276 2.7234  0.24
H3 2.9974 0.3770 2.5997  0.29
H4 0.5473 1.1343 3.5872  0.29
H5 0.7838 -0.3646 4.8477  0.36
H6 0.3092 -1.8098 1.6580  -0.02
H7 -0.7238 -2.2727 3.6616  0.07
C4 -3.3720 0.6853 -0.1465  -1.04
C5 -2.6064 1.4789 0.8988  -0.32
O1 -1.2278 1.6482 0.5868  -0.32
C6 -0.9297 2.3555 -0.6128  0.05
C7 -1.4392 3.7874 -0.6120  -1.43
H8 -2.8741 -0.2674 -0.3511  0.21
H9 -4.3923 0.4857 0.1948  0.42
H10 -3.4373 1.2297 -1.0932  0.27
H11 -2.6459 0.9327 1.8476  0.32
H12 -3.0780 2.4498 1.0814  0.35
H13 -1.2981 1.8051 -1.4843  0.32
H14 0.1625 2.3767 -0.6976  0.12
H15 -2.5326 3.8227 -0.6191  0.33
H16 -1.0845 4.3214 -1.4982  0.44
H17 -1.1011 4.3190 0.2829  0.29
C8 1.8034 0.0764 -1.3252  -1.13
C9 0.6368 -0.8882 -1.1944  0.39
O2 -0.0941 -1.0635 -2.4034  -0.42
C10 0.6250 -1.6017 -3.5086  -0.32
C11 1.1679 -2.9981 -3.2536  -1.02
H18 1.4728 1.0289 -1.7506  0.32
H19 2.2577 0.2638 -0.3475  0.25
H20 2.5807 -0.3231 -1.9834  0.39
H21 -0.0684 -0.4832 -0.4604  -0.35
H22 0.9666 -1.8565 -0.8044  0.34
H23 1.4219 -0.9177 -3.8174  0.30
H24 -0.0821 -1.6522 -4.3442  0.32
H25 1.9472 -2.9901 -2.4860  0.24
H26 1.6058 -3.4120 -4.1664  0.40
H27 0.3735 -3.6656 -2.9056  0.28

net charge	0
structure (SMILES)	C=CCP.CCOCC.CCOCC



Here is a 3-piece molecular cluster, C6H17NO2 overall from the OMol25 dataset. Energies are from ωB97M-V/def2-TZVPD.

Each line ends with the Mulliken charge.
Atoms and positions in Å:
C1 -2.4906 -0.5986 0.2912  0.65
C2 -2.7522 0.7337 0.9319  -1.22
C3 -2.2778 -0.6875 -1.0940  -1.34
N1 0.4001 -0.9435 -0.9385  -0.31
O1 1.1486 0.1055 -1.5336  -0.38
H1 -2.9269 -1.4518 0.7931  0.30
H2 0.8148 -1.8361 -1.2036  0.30
H3 0.2125 -0.8815 0.1349  0.43
H4 -0.8094 -0.8516 -1.2077  0.29
H5 -2.6693 0.7004 2.0182  0.37
H6 -3.7687 1.0571 0.6816  0.34
H7 -2.0604 1.4867 0.5507  0.24
H8 -2.3654 0.2345 -1.6655  0.34
H9 -2.6437 -1.5765 -1.5997  0.37
C4 2.1604 0.6694 -0.6548  0.45
C5 1.5273 1.4922 0.4596  -1.13
C6 3.1323 -0.3879 -0.1471  -1.31
O2 -0.7761 -1.0365 1.2261  -0.84
H10 -0.8021 -0.7245 2.1366  0.17
H11 2.6814 1.3348 -1.3473  0.34
H12 2.6534 -1.0580 0.5696  0.28
H13 2.3031 2.0027 1.0347  0.42
H14 0.8559 2.2422 0.0395  0.29
H15 0.9538 0.8595 1.1391  0.18
H16 3.9701 0.0941 0.3599  0.42
H17 3.5289 -0.9786 -0.9751  0.35

net charge	0



Here is C4H8O3Yb as an isolated structure at a distorted geometry from the OMol25 dataset. Energies are from ωB97M-V/def2-TZVPD.

Each line ends with the Mulliken charge.
Atoms and positions in Å:
C1 2.6979 -0.5903 0.0147  -0.65
O1 1.3195 -0.7406 0.2933  -0.10
C2 0.7628 -2.0402 0.0893  -0.19
C3 -0.7240 -1.8307 0.4358  -0.42
O2 -1.4871 -2.7835 0.3839  -0.48
H1 2.9648 0.4475 0.2399  0.23
H2 3.2875 -1.2736 0.6427  0.28
H3 2.8958 -0.8033 -1.0459  0.29
H4 1.2458 -2.7733 0.7575  0.30
H5 0.8950 -2.3503 -0.9614  0.30
O3 -1.5165 2.1627 -0.0974  -0.77
C4 -2.6795 2.8551 -0.3754  -0.56
Yb1 -0.5731 0.5153 0.9956  1.16
H6 -3.4035 2.2409 -0.9471  0.22
H7 -3.2161 3.1913 0.5341  0.20
H8 -2.4692 3.7731 -0.9596  0.17

net charge	0



The records above give, respectively, gap between HOMO and LUMO values of 0.2720, 0.3254, 0.2335 Eh.
The records above give, respectively, calculated total energy values of -926.90037, -443.87562, -1541.53049 Ha.
The records above give, respectively, E_HOMO values of -7.550, -7.912, -6.992 eV.